1.
Density functional theory data (ωB97M-V with the def2-TZVPD basis set) for C4H12N2 as an isolated structure in a non-equilibrium geometry.

ORCA input file:
```
! RIJCOSX wB97M-V def2-TZVPD def2/J DEFGRID3
* xyz 0 1
C 1.128 -1.176 -1.476
N 1.391 -0.111 -0.498
C 0.857 -0.384 0.834
C -0.669 -0.670 0.943
C -1.557 0.571 0.672
N -0.864 1.849 -0.429
H 0.195 -1.022 -2.013
H 0.995 -2.076 -0.866
H 2.009 -1.379 -2.072
H 0.883 0.687 -0.835
H 1.399 -1.241 1.236
H 1.069 0.533 1.384
H -0.952 -1.445 0.229
H -0.886 -1.072 1.934
H -2.381 0.393 0.002
H -1.989 0.825 1.647
H -1.816 2.131 -0.677
H -0.758 1.669 0.582
*
```

Its relative energy (zero: lowest compared OMol25 entry of this formula, charge and spin) is 97.30 kcal/mol. The orbital gap is 9.4 eV. The HOMO energy comes out at -8.53 eV.

---

2.
Density functional theory data (ωB97M-V with the def2-TZVPD basis set) for the molecule C5H8O2 in a non-equilibrium geometry.

ORCA input file:
```
! RIJCOSX wB97M-V def2-TZVPD def2/J DEFGRID3
* xyz 0 1
C -0.146 1.305 -0.421
C -0.226 -0.122 0.078
C -1.043 -1.238 -0.501
C -1.285 -0.790 0.920
O 1.097 -0.474 0.567
C 2.137 0.272 0.220
O 2.403 0.826 -0.835
H -0.625 1.450 -1.371
H 1.004 1.386 -0.960
H -0.677 1.962 0.312
H -1.780 -0.967 -1.254
H -0.575 -2.206 -0.648
H -2.189 -0.240 1.168
H -0.951 -1.474 1.702
H 2.857 0.311 1.024
*
```

Its relative energy (zero: lowest compared OMol25 entry of this formula, charge and spin) is 67.30 kcal/mol. The orbital gap is 10.7 eV. The HOMO energy comes out at -9.63 eV.

---

3.
Density functional theory data (ωB97M-V with the def2-TZVPD basis set) for the molecule C18H16N2O2S in a non-equilibrium geometry.

ORCA input file:
```
! RIJCOSX wB97M-V def2-TZVPD def2/J DEFGRID3
* xyz 0 1
O -4.564 -0.485 -2.414
N 0.064 0.864 -0.256
N 1.188 -0.333 1.465
O -5.465 0.642 -0.756
S -1.833 0.014 -1.865
C -4.495 0.326 -1.554
C 0.967 0.773 0.703
C 5.782 1.443 -0.744
C 4.676 1.672 -1.561
C 5.593 1.437 0.639
C 3.382 1.930 -1.099
C 4.245 1.511 1.114
C -0.077 -3.671 1.921
C -1.195 -3.677 1.052
C 3.184 1.762 0.276
C 0.721 -2.577 2.005
C -0.754 -0.237 -0.483
C -1.393 -2.586 0.116
C 0.386 -1.403 1.297
C -0.615 -1.399 0.283
C -6.691 0.002 -1.012
C -3.227 1.004 -1.251
C 1.801 1.961 0.896
H 6.760 1.220 -1.169
H 4.928 1.647 -2.661
H 6.494 1.326 1.323
H 2.562 2.167 -1.831
H 4.107 1.482 2.209
H 0.015 -4.559 2.524
H -1.853 -4.573 1.109
H 1.470 -2.532 2.797
H -2.248 -2.633 -0.571
H -7.443 0.303 -0.199
H -6.466 -1.120 -0.871
H -7.118 0.279 -2.020
H -3.032 0.985 -0.082
H -3.107 2.026 -1.766
H 1.294 2.856 0.460
H 1.955 2.154 1.971
*
```

Its relative energy (zero: lowest compared OMol25 entry of this formula, charge and spin) is 57.20 kcal/mol. The orbital gap is 8.0 eV. The HOMO energy comes out at -8.65 eV.

---

4.
Density functional theory data (ωB97M-V with the def2-TZVPD basis set) for the molecule C2H6N2OS in a non-equilibrium geometry.

ORCA input file:
```
! RIJCOSX wB97M-V def2-TZVPD def2/J DEFGRID3
* xyz 0 1
C 2.498 -0.051 0.112
C -0.049 -0.369 -0.058
H 2.750 0.089 1.352
H 2.733 0.992 -0.360
H 3.264 -0.802 -0.324
H 1.373 -1.835 -0.406
H -1.108 -2.017 -0.182
H -1.972 0.404 -0.748
N 1.265 -0.786 -0.240
N -1.078 -1.140 0.271
O -2.319 -0.315 0.018
S -0.281 1.356 -0.002
*
```

Its relative energy (zero: lowest compared OMol25 entry of this formula, charge and spin) is 97.00 kcal/mol. The orbital gap is 8.7 eV. The HOMO energy comes out at -8.23 eV.

---

5.
Density functional theory data (ωB97M-V with the def2-TZVPD basis set) for C22H30BBrCl17F3NO6 as an isolated structure in a non-equilibrium geometry.

ORCA input file:
```
! RIJCOSX wB97M-V def2-TZVPD def2/J DEFGRID3
* xyz 1 1
C 1.172 2.177 -1.770
B 0.974 0.598 -1.345
O 1.143 -0.417 -2.356
C 0.550 0.336 0.213
C 1.652 0.637 1.313
C 3.093 1.121 0.797
O 3.297 2.348 0.685
O 4.157 0.217 0.453
C 1.278 0.448 2.826
C 2.382 0.805 3.927
C 2.710 -0.383 4.962
C 2.688 0.171 6.481
F 3.891 0.883 6.712
F 2.646 -0.903 7.443
F 1.571 0.995 6.770
C -0.170 -0.061 3.145
Cl -0.596 -0.245 4.926
N -1.164 -0.350 2.110
C -2.519 -0.807 2.591
C -2.490 -2.391 2.974
O -2.893 -2.779 4.104
O -2.052 -3.378 2.012
C -0.851 -0.184 0.684
C -1.907 -0.517 -0.488
C -2.657 0.842 -0.888
O -2.825 1.235 -2.062
Br -3.351 1.946 0.631
H 0.313 2.522 -2.464
H 1.087 2.834 -0.818
H 2.155 2.369 -2.321
H 0.319 -0.358 -2.913
H 4.207 -0.446 1.192
H 3.394 1.107 3.451
H 2.010 1.774 4.446
H 3.750 -0.831 4.812
H 1.956 -1.257 4.892
H -2.913 -0.163 3.500
H -3.334 -0.710 1.784
H -1.186 -3.051 1.662
H -1.407 -1.046 -1.388
H -2.732 -1.255 -0.142
C 2.767 5.565 1.748
Cl 2.224 7.233 1.539
Cl 2.687 5.075 3.446
H 2.129 4.909 1.160
H 3.798 5.483 1.405
C -6.050 2.183 -3.143
Cl -6.448 3.729 -2.385
Cl -6.641 2.115 -4.807
H -4.968 2.058 -3.147
H -6.512 1.379 -2.571
C 3.546 -1.209 -4.266
Cl 3.432 -2.325 -5.633
Cl 3.829 0.446 -4.817
H 2.613 -1.241 -3.704
H 4.372 -1.516 -3.626
C 5.210 -5.661 -6.176
Cl 4.592 -6.912 -7.260
Cl 5.746 -6.353 -4.640
H 6.053 -5.163 -6.653
H 4.418 -4.939 -5.981
C -4.131 1.054 6.020
Cl -4.262 -0.064 4.652
Cl -3.840 2.705 5.467
H -5.060 1.028 6.588
H -3.302 0.741 6.654
C 0.229 0.304 9.546
Cl -0.311 1.974 9.324
Cl 0.142 -0.175 11.244
H -0.410 -0.355 8.960
H 1.259 0.217 9.206
C 2.319 -7.547 -10.105
Cl 2.204 -8.664 -11.471
Cl 2.606 -5.892 -10.655
H 1.386 -7.577 -9.545
H 3.144 -7.855 -9.465
C -7.178 4.352 -7.765
Cl -8.738 3.545 -7.968
Cl -6.212 4.256 -9.242
H -7.351 5.399 -7.523
H -6.634 3.871 -6.954
*
```

Its relative energy (zero: lowest compared OMol25 entry of this formula, charge and spin) is 169.47 kcal/mol. The orbital gap is 6.2 eV. The HOMO energy comes out at -11.98 eV.

---

6.
Density functional theory data (ωB97M-V with the def2-TZVPD basis set) for a 2-piece molecular cluster, C2H5O2S2 overall in a non-equilibrium geometry.

ORCA input file:
```
! RIJCOSX wB97M-V def2-TZVPD def2/J DEFGRID3
* xyz -1 1
C -0.380 -0.871 0.483
S -0.819 -1.804 1.978
S 0.261 -0.950 3.532
H -0.177 -1.486 -0.360
H 0.703 -0.493 0.546
H -1.080 -0.085 0.265
H -0.828 -0.858 4.326
O 0.699 2.525 -3.627
C 0.532 1.729 -2.672
O -0.298 0.687 -2.453
H 1.388 1.605 -2.018
*
```

Its relative energy (zero: lowest compared OMol25 entry of this formula, charge and spin) is 35.75 kcal/mol. The orbital gap is 6.4 eV. The HOMO energy comes out at -3.88 eV.

---

7.
Density functional theory data (ωB97M-V with the def2-TZVPD basis set) for C6H10S2 as an isolated structure in a non-equilibrium geometry.

ORCA input file:
```
! RIJCOSX wB97M-V def2-TZVPD def2/J DEFGRID3
* xyz 0 1
C -2.037 -0.997 0.642
C -0.824 -0.244 0.181
C 0.569 -0.810 0.572
C 1.573 0.130 -0.186
C 0.595 1.215 -0.886
C -0.538 1.288 0.227
H -1.644 -1.848 1.776
H -2.153 -1.789 -0.586
H -3.100 -0.040 1.050
H 0.661 -2.024 0.502
H 0.644 -0.471 1.699
H 2.113 0.632 0.578
H 2.526 -0.654 -2.372
H 0.880 2.047 -1.439
H -0.142 2.356 1.114
H -1.449 1.624 -0.310
S 3.016 -0.480 -0.989
S -0.689 0.066 -1.572
*
```

Its relative energy (zero: lowest compared OMol25 entry of this formula, charge and spin) is 180.90 kcal/mol. The orbital gap is 8.7 eV. The HOMO energy comes out at -8.37 eV.

---

8.
Density functional theory data (ωB97M-V with the def2-TZVPD basis set) for a 6-piece molecular cluster, C47H58F5N6O3S overall in a non-equilibrium geometry.

ORCA input file:
```
! RIJCOSX wB97M-V def2-TZVPD def2/J DEFGRID3
* xyz 1 1
C 5.519 0.316 1.256
C 6.179 -0.037 -0.139
O 5.251 -0.899 -0.824
C 6.524 1.241 -0.983
N 7.467 2.126 -0.313
C 7.894 3.263 -1.146
C 7.071 4.582 -0.902
O 6.740 4.843 0.465
C 5.573 4.197 0.851
C 4.920 4.651 2.226
N 3.527 4.068 2.087
C 3.375 3.185 3.282
C 1.970 2.483 3.423
C 0.721 3.418 3.147
C -0.227 2.901 1.982
C -0.052 3.721 0.637
C -1.406 4.322 0.084
C -1.970 3.296 -1.009
S -3.783 3.063 -0.620
C -3.913 1.424 0.106
N -4.879 1.140 0.972
N -4.691 -0.194 1.279
C -3.619 -0.645 0.624
O -3.051 0.373 -0.178
C 3.461 3.476 0.813
N 2.820 2.416 0.383
N 4.347 4.285 0.021
H 5.961 1.234 1.722
H 5.723 -0.519 1.983
H 4.407 0.424 1.180
H 7.120 -0.602 0.119
H 5.552 -1.797 -0.605
H 6.902 0.853 -1.979
H 5.537 1.735 -1.214
H 8.251 1.605 0.070
H 7.704 2.975 -2.224
H 8.995 3.420 -1.063
H 6.204 4.575 -1.606
H 7.722 5.435 -1.237
H 5.698 3.093 1.045
H 5.517 4.075 2.971
H 4.950 5.764 2.320
H 3.471 3.856 4.177
H 4.163 2.398 3.377
H 1.896 2.153 4.495
H 1.883 1.539 2.822
H 0.083 3.392 4.072
H 1.027 4.485 3.019
H -1.294 2.980 2.316
H -0.053 1.817 1.753
H 0.685 4.550 0.779
H 0.344 3.036 -0.151
H -2.156 4.476 0.898
H -1.223 5.275 -0.465
H -1.841 3.665 -2.053
H -1.477 2.295 -0.953
H -3.211 -1.673 0.656
H 2.407 2.440 -0.553
H 2.638 1.571 0.925
H 4.407 3.814 -0.891
F 2.334 -0.754 1.807
C 2.062 -1.960 1.244
C 3.082 -2.671 0.639
C 2.804 -3.905 0.067
C 1.507 -4.407 0.099
C 0.491 -3.679 0.707
C 0.771 -2.449 1.288
H 4.079 -2.260 0.618
H 3.596 -4.475 -0.405
H 1.290 -5.368 -0.352
H -0.516 -4.068 0.727
H -0.006 -1.871 1.774
F -5.918 -1.674 -5.361
C -6.372 -1.213 -4.182
C -7.724 -0.974 -4.023
C -8.191 -0.504 -2.803
C -7.300 -0.268 -1.762
C -5.941 -0.507 -1.934
C -5.477 -0.989 -3.153
H -8.401 -1.157 -4.848
H -9.249 -0.320 -2.663
H -7.667 0.104 -0.813
H -5.250 -0.316 -1.129
H -4.423 -1.191 -3.307
F -10.115 -2.125 -0.595
C -10.241 -3.291 -1.254
C -9.143 -3.825 -1.904
C -9.272 -5.031 -2.580
C -10.499 -5.684 -2.606
C -11.595 -5.134 -1.952
C -11.466 -3.933 -1.267
H -8.197 -3.297 -1.880
H -8.417 -5.461 -3.086
H -10.600 -6.623 -3.137
H -12.552 -5.641 -1.976
H -12.307 -3.494 -0.745
F -1.252 -3.963 2.859
C -1.168 -4.687 3.995
C -1.981 -4.364 5.065
C -1.897 -5.113 6.232
C -0.995 -6.167 6.316
C -0.181 -6.477 5.234
C -0.271 -5.736 4.063
H -2.672 -3.534 4.983
H -2.534 -4.875 7.074
H -0.927 -6.748 7.228
H 0.525 -7.296 5.302
H 0.350 -5.968 3.206
F 3.423 3.024 -2.621
C 3.130 2.090 -3.568
C 2.055 2.298 -4.411
C 1.759 1.347 -5.379
C 2.535 0.198 -5.483
C 3.609 0.001 -4.624
C 3.913 0.956 -3.664
H 1.458 3.196 -4.309
H 0.925 1.501 -6.051
H 2.300 -0.545 -6.235
H 4.211 -0.896 -4.702
H 4.750 0.823 -2.993
*
```

The orbital gap is 7.1 eV. The HOMO energy comes out at -10.16 eV.

---

9.
Density functional theory data (ωB97M-V with the def2-TZVPD basis set) for C33H39FN4P2Pt as an isolated structure in a non-equilibrium geometry.

ORCA input file:
```
! RIJCOSX wB97M-V def2-TZVPD def2/J DEFGRID3
* xyz 2 5
Pt -0.197 -0.559 0.645
C 3.046 -1.321 -0.096
C 2.651 -0.528 -1.113
C 2.787 -1.077 -2.511
C 1.913 -2.353 -2.787
C 0.813 -2.604 -1.816
C 0.897 -2.958 -0.504
C 2.155 -3.571 0.068
C 3.410 -2.765 -0.275
C -2.128 -1.068 1.403
H 3.340 -0.922 0.865
H 2.849 0.562 -1.076
H 3.831 -1.418 -2.660
H 2.604 -0.305 -3.276
H 1.469 -2.241 -3.791
H 2.589 -3.216 -2.888
H -0.141 -2.734 -2.319
H 0.029 -3.205 0.105
H 2.336 -4.612 -0.237
H 2.015 -3.583 1.157
H 4.235 -3.050 0.397
H 3.760 -2.988 -1.295
H -1.920 -1.307 2.453
H -2.666 -1.882 0.925
H -2.792 -0.197 1.385
P -1.487 -0.312 -1.326
P 1.254 1.214 0.209
N -2.197 -1.945 -1.867
N -2.919 0.649 -1.820
N 2.465 0.984 1.781
N 0.960 2.901 0.809
C -0.155 0.480 -2.308
C 0.683 1.574 -1.559
C -2.253 -3.084 -1.050
C -2.841 -4.139 -1.723
C -3.096 -3.683 -3.047
C -2.685 -2.357 -3.113
C -4.208 0.458 -1.282
C -5.163 0.795 -2.232
C -4.467 1.221 -3.407
C -3.111 1.136 -3.126
C 2.205 -0.060 2.663
C 3.354 -0.393 3.379
C 4.399 0.385 2.834
C 3.835 1.213 1.864
C 1.934 3.737 1.368
C 1.373 4.971 1.646
C 0.010 4.919 1.227
C -0.196 3.661 0.672
H -0.560 0.974 -3.201
H 0.500 -0.348 -2.635
H 1.622 1.779 -2.102
H 0.139 2.527 -1.529
H -1.894 -3.089 -0.044
H -3.072 -5.092 -1.273
H -3.547 -4.276 -3.831
H -2.746 -1.648 -3.924
H -4.328 0.110 -0.268
H -6.238 0.735 -2.124
H -4.894 1.531 -4.348
H -2.271 1.388 -3.744
H 1.264 -0.619 2.592
H 3.390 -1.131 4.165
H 5.470 0.292 3.038
H 4.313 1.894 1.168
H 2.936 3.384 1.514
H 1.896 5.808 2.080
H -0.733 5.693 1.335
H -1.072 3.245 0.201
F -1.809 3.924 5.175
C -1.607 2.857 4.340
C -2.356 2.718 3.179
C -1.882 1.828 2.190
C -0.844 0.934 2.432
C -0.313 0.920 3.710
C -0.593 1.946 4.640
H -3.247 3.327 3.037
H -2.390 1.805 1.236
H 0.330 0.142 4.071
H -0.045 2.019 5.575
*
```

Its relative energy (zero: lowest compared OMol25 entry of this formula, charge and spin) is 59.54 kcal/mol. The orbital gap (spin up / spin down) is 6.0 / 4.1 eV. The HOMO energy (spin up / spin down) comes out at -13.07 / -13.21 eV.

---

no.,calculated total energy (Ha)
1,-268.96130
2,-345.69770
3,-1353.65449
4,-662.61229
5,-12083.74978
6,-1026.08081
7,-1030.68972
8,-3277.13671
9,-2400.80366